{"formula": "C19H17HgN4OS2", "method": "wB97M-V/def2-TZVPD", "s_squared": 0.764, "spin_multiplicity": 2, "lumo_energy_ev": [0.343, -2.279], "homo_lumo_gap_ev": [7.1, 4.4], "total_energy_ha": -1978.1289, "elements": ["Hg", "N", "C", "S", "N", "N", "C", "C", "C", "C", "C", "C", "N", "H", "H", "H", "H", "H", "H", "H", "O", "S", "C", "C", "C", "C", "C", "C", "C", "C", "C", "C", "C", "C", "H", "H", "H", "H", "H", "H", "H", "H", "H", "H"], "coordinates": [[0.465, -2.677, -2.026], [4.074, -2.294, 2.021], [3.030, -2.648, 1.250], [2.962, -3.397, -0.198], [1.827, -2.403, 1.991], [0.790, -2.733, 1.289], [-0.403, -2.536, 1.753], [-1.628, -2.900, 1.101], [-2.837, -2.609, 1.788], [-4.006, -3.183, 1.314], [-3.949, -3.911, 0.139], [-2.784, -3.958, -0.606], [-1.598, -3.472, -0.120], [4.997, -2.291, 1.648], [3.867, -1.831, 2.912], [-0.521, -2.186, 2.786], [-2.781, -1.970, 2.706], [-4.910, -3.143, 1.859], [-4.806, -4.423, -0.208], [-2.811, -4.269, -1.663], [0.724, -0.168, -1.520], [-0.178, 1.047, -1.392], [-0.039, 1.607, 0.315], [-1.166, 2.187, 0.900], [-1.154, 2.473, 2.262], [-0.032, 2.108, 3.037], [0.986, 1.340, 2.434], [1.082, 1.221, 1.063], [0.547, 2.328, -2.372], [1.876, 2.401, -2.628], [2.291, 3.386, -3.559], [1.376, 4.202, -4.173], [0.022, 4.052, -3.877], [-0.435, 3.140, -2.945], [-1.969, 2.558, 0.267], [-2.064, 2.889, 2.598], [0.097, 2.341, 4.048], [1.787, 0.924, 3.002], [1.862, 0.755, 0.381], [2.543, 1.753, -2.071], [3.351, 3.493, -3.709], [1.698, 5.043, -4.754], [-0.670, 4.745, -4.289], [-1.514, 3.008, -2.756]], "mulliken_spin": [0.563, 0.001, -0.034, 0.309, 0.038, -0.023, 0.029, 0.015, 0.018, -0.006, 0.021, -0.015, 0.047, 0.001, 0.000, 0.000, 0.001, 0.000, 0.001, -0.005, 0.017, 0.017, 0.000, 0.002, 0.000, 0.000, -0.001, 0.002, -0.002, 0.002, 0.000, 0.000, 0.000, 0.000, 0.000, 0.000, 0.000, 0.000, 0.000, 0.001, 0.000, 0.000, 0.000, 0.000]}

---

{"formula": "C26H32BF4O2PSb2Sr", "method": "wB97M-V/def2-TZVPD", "e_above_lowest_kcal_mol": 150.7, "lumo_energy_ev": -0.616, "homo_lumo_gap_ev": 5.8, "total_energy_ha": -2437.4002, "elements": ["Sr", "C", "Sb", "C", "C", "C", "C", "C", "C", "C", "C", "C", "Sb", "C", "C", "H", "H", "H", "H", "H", "H", "H", "H", "H", "H", "H", "H", "H", "H", "H", "H", "H", "H", "H", "H", "O", "C", "O", "C", "P", "C", "C", "C", "C", "C", "C", "C", "C", "C", "C", "C", "C", "H", "H", "H", "H", "H", "H", "H", "H", "H", "H", "H", "H", "F", "B", "F", "F", "F"], "coordinates": [[-0.665, 0.952, -0.088], [-0.172, -3.005, -2.864], [-1.643, -1.665, -2.106], [-2.254, -0.870, -4.000], [-3.315, -3.038, -1.930], [-2.962, -4.370, -1.343], [-2.525, -5.378, -2.206], [-2.200, -6.643, -1.751], [-2.327, -6.933, -0.400], [-2.763, -5.947, 0.465], [-3.071, -4.657, 0.026], [-3.478, -3.642, 1.039], [-1.876, -2.864, 2.317], [-4.244, -0.631, 2.639], [-0.242, -3.575, 1.099], [-0.505, -3.415, -3.816], [-0.007, -3.813, -2.154], [0.752, -2.447, -3.002], [-2.456, -1.677, -4.704], [-1.458, -0.239, -4.393], [-3.155, -0.269, -3.878], [-3.680, -3.163, -2.950], [-4.086, -2.520, -1.364], [-2.453, -5.159, -3.266], [-1.865, -7.401, -2.447], [-2.093, -7.921, -0.025], [-2.869, -6.172, 1.522], [-4.162, -4.085, 1.765], [-3.977, -2.775, 0.621], [-3.788, -1.234, 3.440], [-4.314, -1.209, 1.719], [-3.381, 1.148, 2.937], [0.580, -3.895, 1.737], [0.098, -2.748, 0.471], [-0.552, -4.409, 0.472], [-3.252, 0.453, 2.284], [-1.648, 0.208, 2.106], [-1.544, -1.003, 1.489], [-1.053, 0.338, 3.506], [0.464, 1.393, 3.338], [1.844, 0.192, 3.308], [3.106, 0.607, 3.739], [4.199, -0.237, 3.641], [4.054, -1.507, 3.097], [2.810, -1.923, 2.651], [1.713, -1.078, 2.756], [0.675, 2.088, 5.020], [0.615, 3.468, 5.187], [0.736, 4.033, 6.452], [0.913, 3.218, 7.558], [0.974, 1.838, 7.402], [0.859, 1.277, 6.141], [-0.851, -0.613, 4.017], [-1.713, 0.913, 4.162], [3.233, 1.596, 4.164], [5.168, 0.097, 3.987], [4.909, -2.165, 3.014], [2.692, -2.904, 2.209], [0.752, -1.410, 2.385], [0.480, 4.104, 4.320], [0.693, 5.108, 6.570], [1.008, 3.655, 8.544], [1.116, 1.200, 8.265], [0.925, 0.202, 6.021], [1.551, -0.204, -0.390], [1.853, 0.695, -1.475], [3.158, 0.677, -1.817], [0.967, 0.365, -2.519], [1.420, 1.994, -1.000]], "lowdin_charge": [1.442, -0.294, 1.349, -0.332, -0.311, -0.284, -0.067, -0.084, -0.086, -0.071, -0.303, -0.319, 1.475, -0.126, -0.307, 0.012, 0.001, 0.007, 0.007, 0.002, 0.001, 0.061, 0.050, 0.111, 0.102, 0.102, 0.114, 0.064, 0.022, -0.047, -0.046, 0.102, -0.010, -0.009, -0.004, -0.237, -0.637, -0.580, -0.344, 1.054, -0.378, -0.099, -0.079, -0.083, -0.073, -0.098, -0.403, -0.109, -0.087, -0.087, -0.079, -0.091, 0.063, 0.088, 0.106, 0.104, 0.103, 0.096, 0.052, 0.093, 0.102, 0.103, 0.104, 0.112, -0.005, -1.277, 0.206, 0.063, -0.027]}

---

{"formula": "C4H9F3O6PS", "method": "wB97M-V/def2-TZVPD", "total_charge": 1, "e_above_lowest_kcal_mol": 12.6, "lumo_energy_ev": -2.784, "homo_lumo_gap_ev": 13.2, "total_energy_ha": -1648.1400, "elements": ["C", "C", "C", "C", "O", "O", "O", "O", "O", "O", "F", "F", "F", "P", "S", "H", "H", "H", "H", "H", "H", "H", "H", "H"], "coordinates": [[2.023, -2.186, 1.250], [0.908, 2.110, 1.328], [0.685, -0.029, -2.606], [-2.709, 0.985, 0.175], [-0.803, -0.630, 0.788], [-1.930, -1.033, -1.317], [1.541, -1.544, 0.062], [1.257, 0.702, 1.104], [0.342, 0.332, -1.251], [-3.156, -1.713, 0.735], [-3.895, 1.202, -0.357], [-1.852, 1.626, -0.573], [-2.442, 1.374, 1.415], [0.618, -0.278, 0.108], [-2.318, -0.839, 0.005], [2.099, -1.490, 2.071], [3.068, -2.615, 0.823], [1.443, -3.055, 1.619], [0.247, 2.270, 2.102], [0.545, 2.476, 0.343], [1.822, 2.622, 1.352], [0.932, 0.904, -3.267], [-0.034, -0.664, -3.243], [1.611, -0.527, -2.665]], "lowdin_charge": [-0.050, 0.026, -0.031, -0.667, -0.256, -0.201, -0.169, -0.150, -0.179, -0.156, 0.204, 0.169, 0.178, 0.529, 0.783, 0.081, 0.162, 0.106, 0.081, 0.107, 0.089, 0.141, 0.134, 0.067]}

---

{"formula": "C7H15N", "method": "wB97M-V/def2-TZVPD", "e_above_lowest_kcal_mol": 112.6, "lumo_energy_ev": [0.588, 0.587], "homo_lumo_gap_ev": [8.4, 8.4], "total_energy_ha": -330.2885, "elements": ["C", "C", "C", "H", "H", "H", "H", "H", "H", "H", "H", "C", "C", "C", "C", "N", "H", "H", "H", "H", "H", "H", "H"], "coordinates": [[0.921, -1.201, -0.533], [0.699, -2.123, 0.639], [2.264, -0.532, -0.601], [0.630, -1.651, -1.485], [-0.152, -0.431, -0.473], [0.919, -1.615, 1.581], [-0.339, -2.458, 0.668], [3.048, -1.288, -0.728], [2.318, 0.165, -1.438], [2.486, 0.012, 0.321], [1.362, -2.993, 0.566], [-0.167, 1.204, 1.379], [-0.513, 0.891, -0.045], [-3.069, 0.528, -0.284], [-0.372, 1.774, -1.043], [-2.065, -0.186, -0.038], [-0.467, 2.225, 1.625], [0.908, 1.120, 1.563], [-0.693, 0.541, 2.068], [-4.081, 0.094, -0.328], [-2.969, 1.616, -0.498], [-0.644, 1.528, -2.063], [-0.023, 2.781, -0.854]], "lowdin_charge": [-0.315, -0.122, -0.106, 0.111, 0.081, 0.070, 0.069, 0.082, 0.072, 0.067, 0.074, -0.073, -0.377, -0.134, -0.033, 0.040, 0.085, 0.070, 0.076, 0.065, 0.073, 0.062, 0.061]}

---

{"formula": "C4H6N4O2", "method": "wB97M-V/def2-TZVPD", "smiles": "[H]/N=C(\\O)CCc1nnon1", "e_above_lowest_kcal_mol": 143.6, "lumo_energy_ev": 0.060, "homo_lumo_gap_ev": 10.5, "total_energy_ha": -525.3801, "elements": ["H", "N", "C", "O", "C", "C", "C", "N", "N", "O", "N", "H", "H", "H", "H", "H"], "coordinates": [[-3.588, -0.878, 0.011], [-2.927, -0.210, 0.742], [-2.065, 0.131, -0.095], [-2.567, -0.630, -1.389], [-0.658, 0.615, -0.029], [0.327, -0.402, 0.550], [1.740, -0.007, 0.309], [2.416, 0.953, 1.037], [3.565, 1.060, 0.550], [3.681, 0.167, -0.460], [2.525, -0.500, -0.602], [-1.777, -0.850, -1.898], [-0.353, 0.898, -1.049], [-0.658, 1.532, 0.582], [0.175, -0.491, 1.634], [0.163, -1.390, 0.106]], "lowdin_charge": [0.168, 0.117, -0.361, -0.110, -0.141, -0.119, -0.357, 0.095, 0.047, -0.056, 0.133, 0.058, 0.127, 0.134, 0.133, 0.130]}

---

{"formula": "C4H9NO", "method": "wB97M-V/def2-TZVPD", "smiles": "CC(=O)N(C)C", "e_above_lowest_kcal_mol": 13.9, "lumo_energy_ev": 0.864, "homo_lumo_gap_ev": 10.1, "total_energy_ha": -287.8103, "elements": ["C", "C", "O", "N", "C", "C", "H", "H", "H", "H", "H", "H", "H", "H", "H"], "coordinates": [[1.977, 0.383, 0.147], [0.864, -0.647, 0.184], [1.134, -1.838, 0.233], [-0.432, -0.199, 0.107], [-0.819, 1.188, -0.041], [-1.481, -1.170, -0.143], [2.869, -0.078, 0.572], [1.766, 1.316, 0.672], [2.186, 0.627, -0.901], [-1.824, 1.315, 0.376], [-0.154, 1.853, 0.512], [-0.845, 1.509, -1.092], [-1.843, -1.090, -1.178], [-2.325, -1.001, 0.535], [-1.072, -2.167, 0.017]], "lowdin_charge": [-0.002, -0.505, 0.031, -0.168, -0.065, -0.052, 0.084, 0.063, 0.093, 0.087, 0.075, 0.095, 0.094, 0.088, 0.082]}